# 1
Formula: C10H10N7O7P
Source: OMol25
Level of theory: ωB97M-V/def2-TZVPD

Geometry as ORCA input:
```
! wB97M-V def2-TZVPD RIJCOSX def2/J DEFGRID3
* xyz 0 1
N -1.141 3.630 -1.899
O 1.754 1.323 -4.992
N -0.319 1.579 -0.644
N -2.101 1.546 0.882
N -3.312 0.146 4.178
N -0.965 -0.137 3.654
N -0.701 2.652 -1.323
O 1.878 -3.047 -0.071
O -4.639 0.986 2.518
O 1.948 0.441 0.440
O 1.512 -1.099 -5.103
O -0.356 0.334 -4.046
O 1.957 0.128 -2.738
C -0.828 1.358 0.569
C 1.713 -1.800 0.412
C 1.059 -1.471 1.563
C -2.045 -0.313 4.459
C -3.405 0.735 2.959
C -1.038 0.510 2.496
C -2.311 1.044 2.139
N -0.159 0.678 1.507
C 1.508 -0.776 -1.743
C 2.181 -0.700 -0.403
C 1.160 0.044 1.622
P 1.228 0.164 -4.220
H 2.290 -3.651 0.525
H -4.548 1.437 1.670
H 1.922 -0.691 -5.861
H -0.539 0.971 -4.760
H 0.823 -2.113 2.391
H -1.912 -0.936 5.295
H 1.826 -1.804 -2.055
H 0.441 -0.676 -1.554
H 3.346 -0.800 -0.441
H 1.770 0.307 2.576
*
```

Calculated values
Maximum force, eV/Å: 9.747
HOMO energy, eV: -8.51
Energy relative to the best compared isomer or geometry (same formula, charge and spin), kcal/mol: 26.68
HOMO-LUMO gap, eV: 8.3

=====

# 2
Formula: C39H43IN10SeSn
Source: OMol25
Level of theory: ωB97M-V/def2-TZVPD

Geometry as ORCA input:
```
! wB97M-V def2-TZVPD RIJCOSX def2/J DEFGRID3
* xyz -2 1
Sn 0.127 -1.472 -0.750
C 0.483 -4.674 2.579
C -0.591 -3.638 2.359
C -0.482 -2.379 2.944
C -1.455 -1.406 2.750
C -1.309 -0.035 3.362
C -2.563 -1.718 1.967
C -2.695 -2.962 1.361
C -3.879 -3.261 0.477
C -1.697 -3.913 1.566
H 1.475 -4.219 2.569
H 0.458 -5.438 1.802
H 0.352 -5.171 3.544
H 0.397 -2.138 3.536
H -1.776 0.003 4.351
H -1.790 0.720 2.737
H -0.258 0.237 3.473
H -3.317 -0.958 1.781
H -4.566 -3.956 0.969
H -3.562 -3.709 -0.467
H -4.428 -2.351 0.236
H -1.771 -4.877 1.069
C 1.341 -2.148 -6.299
N 0.744 -2.860 -5.175
C -0.564 -3.414 -5.495
C 0.897 -2.317 -3.902
N -0.003 -2.111 -3.038
N 2.248 -2.090 -3.605
C 2.784 -1.347 -2.575
N 4.164 -1.406 -2.552
N 2.075 -0.616 -1.796
H 1.539 -2.852 -7.109
H 2.277 -1.676 -6.012
H 0.671 -1.366 -6.676
H -0.462 -4.018 -6.398
H -1.318 -2.639 -5.670
H -0.911 -4.051 -4.684
H -0.985 -2.183 -3.346
H 2.899 -2.644 -4.132
H 4.517 -2.337 -2.731
H 4.531 -1.082 -1.669
H 2.635 -0.130 -1.102
Se -3.445 -2.465 -3.627
N -2.349 -0.457 -1.494
C -3.650 -0.057 -1.269
C -3.856 0.967 -0.326
C -5.116 1.335 0.112
C -6.234 0.670 -0.401
C -6.058 -0.330 -1.332
C -4.786 -0.747 -1.820
N -4.845 -1.740 -2.741
H -2.972 1.446 0.081
H -5.228 2.117 0.854
H -7.230 0.941 -0.069
H -6.909 -0.864 -1.736
N 2.544 4.450 3.663
C 3.313 5.094 4.605
C 3.398 6.415 5.004
C 4.317 6.728 6.011
C 5.111 5.733 6.581
C 5.022 4.403 6.171
C 4.115 4.068 5.165
N 3.839 2.858 4.590
C 2.885 3.094 3.673
C 2.283 2.159 2.811
C 1.231 2.490 1.898
C 0.706 1.530 1.074
N 1.115 0.239 1.042
C 2.101 -0.086 1.924
C 2.690 0.788 2.792
H 1.869 4.872 3.055
H 2.779 7.184 4.557
H 4.414 7.753 6.347
H 5.813 6.003 7.362
H 5.640 3.635 6.620
H 0.819 3.492 1.841
H -0.112 1.781 0.405
H 2.414 -1.128 1.900
H 3.467 0.461 3.471
I 3.756 -4.442 -0.907
C 1.556 -3.944 -0.958
H 1.202 -4.672 -0.218
H 1.302 -4.388 -1.935
C -1.256 0.153 -1.734
C -1.217 1.532 -2.328
C -2.320 2.151 -2.928
C -2.207 3.411 -3.499
C -0.987 4.080 -3.492
C 0.125 3.463 -2.934
C 0.009 2.197 -2.375
H -3.270 1.631 -2.956
H -3.076 3.872 -3.953
H -0.903 5.069 -3.927
H 1.085 3.965 -2.942
H 0.875 1.693 -1.962
*
```

Calculated values
Maximum force, eV/Å: 0.698
HOMO energy (spin up / spin down), eV: -1.14 / -0.41
HOMO-LUMO gap (spin up / spin down), eV: 4.8 / 4.1

=====

# 3
Formula: ClF4O4Sr3
Source: OMol25
Level of theory: ωB97M-V/def2-TZVPD

Geometry as ORCA input:
```
! wB97M-V def2-TZVPD RIJCOSX def2/J DEFGRID3
* xyz 1 1
Sr 3.358 -1.238 0.232
Sr 0.958 2.111 0.381
Sr -0.732 -1.801 1.480
F 2.947 0.924 1.685
F 0.987 -0.595 0.257
F -0.316 0.452 2.578
F 1.571 -2.051 2.637
Cl -1.810 0.443 -1.867
O -3.012 1.129 -2.013
O -1.263 0.639 -0.525
O -1.903 -0.990 -2.058
O -0.786 0.976 -2.788
*
```

Calculated values
Maximum force, eV/Å: 3.955
HOMO energy, eV: -12.67
Energy relative to the best compared isomer or geometry (same formula, charge and spin), kcal/mol: 61.58
HOMO-LUMO gap, eV: 7.5

=====

# 4
Formula: C5H14
Source: OMol25
Level of theory: ωB97M-V/def2-TZVPD

Geometry as ORCA input:
```
! wB97M-V def2-TZVPD RIJCOSX def2/J DEFGRID3
* xyz 0 1
C 2.955 -0.522 0.477
C 2.117 0.559 -0.187
H 2.471 -0.896 1.350
H 3.117 -1.272 -0.283
H 3.975 -0.085 0.645
H 2.611 0.956 -1.073
H 2.163 1.492 0.379
H 1.121 0.361 -0.566
C -1.259 0.229 0.008
C -2.584 0.916 -0.471
C -1.370 -1.301 0.185
H -0.481 0.475 -0.680
H -1.048 0.861 1.008
H -3.366 0.633 0.181
H -2.945 0.969 -1.401
H -2.449 -1.504 0.280
H -1.070 -1.645 -0.796
H -2.456 1.978 -0.096
H -0.797 -1.609 0.981
*
```

Calculated values
Maximum force, eV/Å: 5.781
HOMO energy, eV: -11.09
SMILES: CCC.CC
Energy relative to the best compared isomer or geometry (same formula, charge and spin), kcal/mol: 34.09
HOMO-LUMO gap, eV: 12.2

=====

# 5
Formula: C7H16N3O2
Source: OMol25
Level of theory: ωB97M-V/def2-TZVPD

Geometry as ORCA input:
```
! wB97M-V def2-TZVPD RIJCOSX def2/J DEFGRID3
* xyz 1 1
C -2.001 -0.154 -0.218
C 2.109 -0.150 -0.612
C 1.713 1.130 0.077
C 1.488 -1.248 0.148
C -0.715 -0.224 0.522
C -0.280 2.705 0.169
C -0.677 -2.581 0.246
N 0.306 1.459 -0.354
N -1.993 0.561 -1.385
N 0.011 -1.238 -0.145
O -2.961 -0.675 0.315
O -0.672 -0.267 1.859
H 1.746 -0.060 -1.577
H 3.162 -0.429 -0.542
H 1.827 1.286 1.121
H 2.483 1.903 -0.270
H 2.019 -2.124 -0.132
H 1.644 -1.278 1.312
H -0.047 3.613 -0.515
H -1.300 2.605 0.150
H 0.056 2.972 1.197
H -1.736 -2.556 -0.069
H -0.172 -3.428 -0.348
H -0.480 -2.788 1.323
H -1.206 1.234 -1.360
H -2.821 0.582 -1.970
H -0.184 -1.124 -1.231
H -1.321 0.274 2.290
*
```

Calculated values
Maximum force, eV/Å: 4.916
HOMO energy (spin up / spin down), eV: -12.61 / -12.61
Energy relative to the best compared isomer or geometry (same formula, charge and spin), kcal/mol: 72.79
HOMO-LUMO gap (spin up / spin down), eV: 8.9 / 8.9

=====

# 6
Formula: C3H10N3P
Source: OMol25
Level of theory: ωB97M-V/def2-TZVPD

Geometry as ORCA input:
```
! wB97M-V def2-TZVPD RIJCOSX def2/J DEFGRID3
* xyz 2 1
C 1.643 -1.065 0.238
C -0.266 0.419 0.047
C 0.691 2.226 -0.388
N 2.073 -2.172 0.734
N 0.358 -0.775 0.152
N -1.513 0.564 -0.131
P -2.774 -0.801 -0.317
H 2.246 -0.084 0.159
H 1.789 2.091 -0.557
H 0.448 2.888 0.475
H 0.012 2.316 -1.225
H 3.026 -2.471 0.791
H 1.387 -2.855 1.093
H -0.326 -1.513 0.190
H -2.005 1.461 -0.179
H -3.061 0.011 -1.563
H -3.728 -0.240 0.480
*
```

Calculated values
Maximum force, eV/Å: 6.268
HOMO energy, eV: -18.70
Energy relative to the best compared isomer or geometry (same formula, charge and spin), kcal/mol: 46.55
HOMO-LUMO gap, eV: 9.6

=====

# 7
Formula: C23H21NO3
Source: OMol25
Level of theory: ωB97M-V/def2-TZVPD

Geometry as ORCA input:
```
! wB97M-V def2-TZVPD RIJCOSX def2/J DEFGRID3
* xyz 0 1
C 6.342 -3.160 -0.831
C 5.021 -2.458 -0.792
C 4.975 -1.058 -0.725
C 3.765 -0.394 -0.624
C 2.537 -1.112 -0.622
C 1.285 -0.441 -0.507
C 0.083 -1.060 -0.803
C -1.141 -0.425 -0.622
C -2.399 -1.089 -0.728
C -3.622 -0.362 -0.753
C -4.841 -1.017 -0.797
C -4.902 -2.417 -0.808
C -6.232 -3.097 -0.839
C -3.712 -3.154 -0.790
C -2.484 -2.513 -0.752
C 2.607 -2.533 -0.726
C 3.825 -3.185 -0.807
H 6.200 -4.244 -0.847
H 6.914 -2.871 -1.722
H 6.950 -2.908 0.049
H 5.917 -0.510 -0.728
H 3.725 0.693 -0.545
H 1.264 0.594 -0.173
H 0.110 -2.073 -1.223
H -1.114 0.642 -0.389
H -3.580 0.727 -0.713
H -5.777 -0.456 -0.812
H -6.106 -4.182 -0.854
H -6.833 -2.835 0.041
H -6.804 -2.802 -1.728
H -3.759 -4.245 -0.791
H -1.566 -3.096 -0.690
H 1.686 -3.114 -0.713
H 3.857 -4.274 -0.856
O 0.993 6.576 -0.322
N 0.065 6.521 0.515
O -0.772 7.436 0.679
C -0.050 5.338 1.330
C -1.061 5.297 2.309
C -1.153 4.158 3.126
C -0.325 3.066 2.939
C 0.600 3.000 1.797
O 1.130 1.932 1.408
C 0.812 4.273 1.127
H -1.735 6.144 2.431
H -1.905 4.139 3.914
H -0.394 2.188 3.581
H 1.602 4.359 0.388
*
```

Calculated values
Maximum force, eV/Å: 2.153
HOMO energy, eV: -5.94
Energy relative to the best compared isomer or geometry (same formula, charge and spin), kcal/mol: 189.28
HOMO-LUMO gap, eV: 3.0

=====

# 8
Formula: C5H12N2O
Source: OMol25
Level of theory: ωB97M-V/def2-TZVPD

Geometry as ORCA input:
```
! wB97M-V def2-TZVPD RIJCOSX def2/J DEFGRID3
* xyz 0 1
C 0.086 0.574 -1.285
C -1.343 0.952 -0.781
C -2.304 -0.155 -0.376
N -1.921 -0.886 0.872
C 1.172 0.599 -0.247
N 1.569 -0.595 0.284
C 2.764 -0.689 1.141
O 1.853 1.601 -0.089
H 0.220 1.209 -2.153
H 0.089 -0.443 -1.702
H -1.275 1.661 0.053
H -1.870 1.516 -1.547
H -2.560 -0.847 -1.176
H -3.227 0.306 -0.008
H -2.169 -0.295 1.636
H -0.929 -1.035 0.940
H 0.859 -1.314 0.379
H 2.846 0.312 1.548
H 3.611 -1.069 0.583
H 2.526 -1.400 1.928
*
```

Calculated values
Maximum force, eV/Å: 2.321
HOMO energy, eV: -9.60
SMILES: CNC(=O)CCCN
Energy relative to the best compared isomer or geometry (same formula, charge and spin), kcal/mol: 31.30
HOMO-LUMO gap, eV: 10.4

=====

# 9
Formula: C18H16BrFeN3O3S5
Source: OMol25
Level of theory: ωB97M-V/def2-TZVPD

Geometry as ORCA input:
```
! wB97M-V def2-TZVPD RIJCOSX def2/J DEFGRID3
* xyz 1 6
Fe -0.543 0.492 0.689
Br -2.065 -2.043 0.476
C -2.969 -0.814 1.571
C -4.133 -1.260 2.274
C -4.814 -0.390 3.160
C -4.243 0.898 3.290
C -3.186 1.310 2.412
N -2.446 0.395 1.677
C -2.829 2.759 2.541
O -3.659 3.460 3.189
O -1.800 3.300 1.988
H -4.411 -2.292 2.166
H -5.753 -0.709 3.679
H -4.580 1.619 4.024
S 5.538 2.269 4.392
C 4.202 1.918 3.504
S 3.541 2.830 2.186
C 2.187 1.780 1.868
C 2.233 0.495 2.524
S 1.059 -0.675 2.199
S 3.444 0.349 3.819
S 0.907 2.325 0.895
O -1.574 2.142 -1.556
N -1.057 1.060 -1.250
C 1.999 -2.241 -0.833
N 2.731 -1.097 -1.537
C 4.002 -0.714 -0.802
C 1.670 -0.018 -1.649
C 0.486 -0.448 -2.478
C 0.560 -1.230 -3.618
C -0.522 -1.473 -4.483
C -1.687 -0.684 -4.380
C -1.883 0.116 -3.237
C -0.819 0.180 -2.304
H 2.538 -3.162 -0.970
H 1.021 -2.393 -1.271
H 1.882 -2.002 0.236
H 2.986 -1.361 -2.494
H 3.846 -0.612 0.296
H 4.341 0.253 -1.254
H 4.721 -1.525 -1.004
H 2.106 0.948 -2.053
H 1.270 0.223 -0.637
H 1.476 -1.696 -3.869
H -0.466 -2.246 -5.279
H -2.536 -0.783 -5.080
H -2.770 0.745 -3.015
*
```

Calculated values
Maximum force, eV/Å: 4.825
⟨S²⟩: 8.79
HOMO energy (spin up / spin down), eV: -10.00 / -9.87
Energy relative to the best compared isomer or geometry (same formula, charge and spin), kcal/mol: 52.22
HOMO-LUMO gap (spin up / spin down), eV: 4.8 / 4.5

=====

# 10
Formula: C26H49N4O12
Source: OMol25
Level of theory: ωB97M-V/def2-TZVPD

Geometry as ORCA input:
```
! wB97M-V def2-TZVPD RIJCOSX def2/J DEFGRID3
* xyz -1 1
C -0.833 -1.750 1.157
C -0.559 -0.703 0.111
O -1.368 -0.673 -0.830
O 0.434 0.040 0.324
H -1.731 -2.359 1.254
H -0.908 -1.320 2.156
H 0.025 -2.408 1.023
C 5.077 6.901 1.252
C 6.384 6.184 0.893
O 7.313 6.887 0.641
N 6.413 4.844 0.765
C 7.692 4.106 0.291
H 4.973 7.001 2.332
H 4.298 6.407 0.672
H 5.068 7.924 0.877
H 5.633 4.332 1.152
H 8.134 4.784 -0.439
H 7.474 3.243 -0.338
H 8.324 3.834 1.137
C -5.683 -2.160 4.718
C -6.689 -1.504 3.735
O -7.883 -1.846 3.708
N -6.216 -0.419 3.064
C -6.977 0.191 2.051
H -5.926 -2.416 5.749
H -4.810 -1.509 4.677
H -5.320 -3.118 4.346
H -5.272 -0.108 3.246
H -7.455 1.125 2.345
H -7.783 -0.397 1.613
H -6.369 0.461 1.188
C 2.731 -0.186 -5.664
C 2.022 -0.909 -6.848
O 2.586 -0.994 -7.985
N 0.923 -1.612 -6.490
C 0.126 -2.342 -7.389
H 3.626 0.209 -6.144
H 3.119 -0.886 -4.924
H 2.184 0.608 -5.156
H 0.607 -1.507 -5.536
H 0.380 -2.494 -8.438
H -0.900 -1.976 -7.355
H 0.108 -3.233 -6.762
C -1.762 4.131 -5.957
C -2.462 5.045 -5.052
O -3.337 5.759 -5.500
N -2.184 4.932 -3.736
C -2.852 5.768 -2.707
H -0.854 3.742 -5.495
H -1.491 4.423 -6.972
H -2.532 3.402 -6.208
H -1.830 4.023 -3.471
H -2.524 6.795 -2.870
H -2.286 5.734 -1.776
H -3.921 5.587 -2.599
O 0.282 3.886 5.373
C 1.362 3.513 5.735
O 2.386 4.336 5.895
C 3.434 3.725 6.698
C 2.962 2.371 7.163
C 1.795 2.127 6.158
H 3.799 4.313 7.540
H 4.199 3.455 5.969
H 2.675 2.443 8.212
H 3.687 1.558 7.207
H 0.943 1.572 6.550
H 2.083 1.547 5.281
O -8.675 -7.205 -2.859
C -7.930 -6.316 -2.753
O -7.365 -5.816 -3.863
C -6.629 -4.665 -3.438
C -6.305 -4.772 -1.949
C -7.462 -5.609 -1.510
H -7.339 -3.839 -3.481
H -5.717 -4.572 -4.027
H -6.231 -3.776 -1.512
H -5.364 -5.271 -1.719
H -8.298 -4.913 -1.439
H -7.263 -6.231 -0.638
O 7.865 -5.007 0.538
C 6.892 -5.130 1.378
O 6.960 -6.158 2.291
C 5.969 -6.051 3.295
C 4.963 -5.003 2.643
C 5.729 -4.202 1.567
H 6.314 -5.720 4.274
H 5.453 -6.994 3.472
H 4.574 -4.339 3.415
H 4.137 -5.490 2.126
H 6.079 -3.222 1.890
H 5.099 -4.139 0.680
*
```

Calculated values
Maximum force, eV/Å: 6.767
HOMO energy, eV: -4.63
HOMO-LUMO gap, eV: 6.4